[1]
# C5H8N2

C5H8N2 as an isolated structure (the ωB97M-V functional and the def2-TZVPD basis, the Open Molecules 2025 dataset).

The geometry in XYZ format:
```
15
C5H8N2 (the ωB97M-V functional and the def2-TZVPD basis)
C -0.64680 1.41238 0.02415
C -0.29448 0.06381 0.26926
C -1.40807 -0.95333 0.42607
N 0.87049 -1.31375 -1.14947
C 1.15371 -0.52721 -0.05112
C 2.11798 0.59529 -0.23526
N 2.83869 1.46374 -0.47726
H -0.26293 0.82571 1.25056
H -1.67928 1.70942 -0.19810
H 0.11715 2.18548 -0.08563
H -1.82975 -1.20750 -0.54830
H -1.02062 -1.87413 0.86935
H -2.21427 -0.55584 1.05326
H 0.78985 -0.70524 -1.96588
H 1.46833 -1.11885 0.81838
```

Results
lowest unoccupied orbital energy (spin up / spin down)	-0.8 / -0.2	eV

[2]
# C19H17Cl2

C19H17Cl2 as an isolated structure in a non-equilibrium geometry (the ωB97M-V functional and the def2-TZVPD basis, the Open Molecules 2025 dataset).

The geometry in XYZ format:
```
38
C19H17Cl2 (the ωB97M-V functional and the def2-TZVPD basis)
Cl -5.47863 1.21354 -2.28667
C -3.85764 0.75474 -1.98143
C -3.50234 -0.59720 -1.98342
C -2.19489 -0.96216 -1.66291
C -1.26437 0.02252 -1.27693
C 0.02039 -0.43400 -0.64995
C 1.29537 -0.05413 -1.34691
C 2.30889 -1.02014 -1.43471
C 3.61375 -0.63498 -1.72312
C 3.90305 0.72250 -1.92274
Cl 5.52605 1.24264 -2.07916
C 2.86635 1.65433 -2.03990
C 1.55379 1.24483 -1.79849
C -1.59838 1.37237 -1.36956
C -2.89391 1.75240 -1.76397
H -4.23624 -1.35364 -2.20308
H -1.88330 -2.00582 -1.66522
H -0.00978 -1.51833 -0.47753
H 2.06132 -2.06808 -1.24465
H 4.40291 -1.36334 -1.74419
H 3.07910 2.68711 -2.29178
H 0.74445 1.95800 -1.96526
H -0.88477 2.16158 -1.12079
H -3.14426 2.79327 -1.85346
C -1.11801 -0.28941 2.17398
C -1.07454 -0.81219 3.63552
C 0.29161 -0.79936 4.23018
C 1.41372 -0.69653 3.47071
C 1.33809 -0.57372 2.04104
C 0.13156 -0.45769 1.41173
H -1.98224 -0.74499 1.64676
H -1.34551 0.80002 2.23213
H -1.77379 -0.22889 4.25392
H -1.44737 -1.84565 3.59576
H 0.33652 -0.94413 5.31365
H 2.41761 -0.72135 3.92816
H 2.29368 -0.47601 1.50510
H 0.09177 0.22192 0.44718
```

Results
charge	+1
lowest unoccupied orbital energy	-4.4	eV

[3]
# C19H45BCl2F7N6O2P2

A 3-piece molecular cluster, C19H45BCl2F7N6O2P2 overall in a non-equilibrium geometry (the ωB97M-V functional and the def2-TZVPD basis, the Open Molecules 2025 dataset).

The geometry in XYZ format:
```
84
C19H45BCl2F7N6O2P2 (the ωB97M-V functional and the def2-TZVPD basis)
C 6.19643 -3.94895 -0.95675
C 6.01130 -3.03785 0.27635
C 4.57846 -3.14185 0.80215
Cl 4.70108 -2.75928 2.59845
B 3.49264 -2.14344 -0.01137
C 4.14132 -1.39309 -1.29965
Cl 2.89204 -0.72728 1.13103
C 2.14337 -2.95320 -0.53639
F 2.34610 -3.59575 -1.73380
F 1.12506 -2.03913 -0.76812
C 1.52424 -3.98913 0.43638
F 2.11056 -5.19441 0.19049
F 1.66053 -3.64450 1.71901
C 0.00796 -4.23946 0.20374
F -0.73609 -3.29366 0.76060
F -0.36130 -5.39770 0.78135
F -0.29185 -4.36309 -1.07859
H 6.81950 -4.80434 -0.68390
H 5.24263 -4.37825 -1.26788
H 6.66604 -3.45576 -1.80602
H 6.65592 -3.43966 1.06090
H 6.33432 -2.01219 0.11298
H 4.30142 -4.19539 0.79898
H 4.73136 -0.53476 -0.98332
H 4.67729 -2.05984 -1.97730
H 3.29964 -0.99189 -1.87220
O -4.74351 0.49658 1.49553
P -4.65572 -0.51821 2.58303
N -6.25835 -0.49082 3.21306
C -6.75874 -0.07560 4.49849
C -7.28951 -0.94058 2.29991
N -3.40990 0.21366 3.53238
C -3.51507 0.55201 4.94075
C -2.59056 1.21368 2.84245
N -4.33524 -2.06772 3.12360
C -4.87203 -2.70405 4.30512
C -3.09102 -2.65841 2.61352
H -7.32053 -0.88735 4.98515
H -7.43667 0.78348 4.40904
H -5.96942 0.20387 5.18872
H -7.35025 -2.03902 2.26280
H -7.09934 -0.57932 1.28676
H -8.26713 -0.55880 2.59815
H -4.36625 1.20635 5.16021
H -2.62297 1.09355 5.25542
H -3.54826 -0.33282 5.58253
H -3.06229 2.20500 2.83254
H -2.39442 0.92234 1.81629
H -1.62166 1.29329 3.33894
H -4.90294 -2.05592 5.18286
H -4.25846 -3.56705 4.55854
H -5.88468 -3.08407 4.13467
H -2.23329 -2.39069 3.23859
H -2.88654 -2.30908 1.60185
H -3.16320 -3.74514 2.55869
O 2.88431 1.71987 -2.69083
P 2.03692 2.93027 -2.81045
N 0.56381 2.28388 -3.39442
C -0.11714 2.45869 -4.65103
C -0.11393 1.38132 -2.47371
N 3.01262 3.82711 -3.93866
C 2.56087 4.35528 -5.21326
C 4.40349 3.38558 -4.05023
N 1.33017 4.30295 -2.14533
C 0.15636 4.99126 -2.63075
C 2.21044 5.10245 -1.29444
H -1.14164 2.83070 -4.49639
H -0.19242 1.51267 -5.20184
H 0.37167 3.17645 -5.30254
H -0.68386 1.93381 -1.71246
H 0.60012 0.73440 -1.95905
H -0.80561 0.73025 -3.00840
H 2.12857 3.58833 -5.86492
H 3.40684 4.77750 -5.75784
H 1.85795 5.18519 -5.09672
H 4.52062 2.53535 -4.73365
H 4.80279 3.09523 -3.08391
H 5.01870 4.21287 -4.41556
H 0.12213 5.10028 -3.71651
H 0.12037 5.99224 -2.20203
H -0.76286 4.48725 -2.31688
H 2.79036 5.82889 -1.87756
H 2.91603 4.45924 -0.76614
H 1.64035 5.63537 -0.53127
```

Results
charge	-1
lowest unoccupied orbital energy	2.3	eV

[4]
# C6H10

One molecule with the formula C6H10 in a non-equilibrium geometry (the ωB97M-V functional and the def2-TZVPD basis, the Open Molecules 2025 dataset).

The geometry in XYZ format:
```
16
C6H10 (the ωB97M-V functional and the def2-TZVPD basis)
C 1.31009 -0.54746 2.81420
C 1.10693 -0.67154 1.32195
C 0.08892 -0.09808 0.70023
C -0.03300 0.00691 -0.76546
C -1.06246 0.61825 -1.35177
C -1.34799 0.59908 -2.83012
H 0.36012 -0.34346 3.30064
H 1.97873 0.28964 3.02590
H 1.78251 -1.42986 3.24852
H 1.81961 -1.32051 0.83099
H -0.69477 0.44731 1.21343
H 0.71395 -0.52508 -1.34732
H -1.79024 1.03723 -0.66398
H -1.13702 1.58749 -3.24961
H -0.67963 -0.10687 -3.30561
H -2.41575 0.45694 -2.94199
```

Results
lowest unoccupied orbital energy	1.3	eV

[5]
# C13H16N6O4

One molecule with the formula C13H16N6O4 in a non-equilibrium geometry (the ωB97M-V functional and the def2-TZVPD basis, the Open Molecules 2025 dataset).

The geometry in XYZ format:
```
39
C13H16N6O4 (the ωB97M-V functional and the def2-TZVPD basis)
N 0.49649 3.56040 0.35269
C 0.10713 2.29312 0.18343
N -0.37400 1.66193 1.24627
C -0.72493 0.38537 1.09584
N -1.11568 -0.29851 2.18538
C -0.95243 0.19420 3.53540
C 0.19510 -0.46766 4.22836
C 0.24423 -1.52079 5.09556
C 1.61467 -1.73831 5.37884
C 2.29363 -0.80677 4.65742
O 1.44569 -0.03648 3.95940
N -0.81578 -0.26579 -0.06224
C -0.43234 0.35958 -1.17404
N -0.72864 -0.25640 -2.32929
C -0.89886 0.35567 -3.62780
C -0.09785 -0.43789 -4.66557
O -0.50619 -1.78898 -4.67834
C -0.33473 -2.37679 -3.41151
C -1.14965 -1.64099 -2.34006
C 0.21865 1.63469 -1.08569
N 1.11424 2.09393 -2.03971
O 1.46665 3.27939 -2.02195
O 1.58062 1.29506 -2.84792
H 0.53692 3.91513 1.29206
H 0.99228 4.00578 -0.41311
H -1.29906 -1.28018 2.04719
H -1.87109 0.01113 4.09955
H -0.77052 1.26703 3.44698
H -0.58880 -2.06584 5.49013
H 2.02919 -2.48266 6.02676
H 3.34043 -0.59720 4.56214
H -0.60121 1.39966 -3.63319
H -1.96577 0.29640 -3.88600
H -0.28213 -0.05131 -5.66840
H 0.97007 -0.35736 -4.42719
H -0.66970 -3.41125 -3.50427
H 0.72862 -2.35812 -3.12942
H -0.97840 -2.06724 -1.35352
H -2.21686 -1.70193 -2.58417
```

Results
lowest unoccupied orbital energy	0.1	eV

[6]
# C5H11F

One molecule with the formula C5H11F in a non-equilibrium geometry (the ωB97M-V functional and the def2-TZVPD basis, the Open Molecules 2025 dataset).

The geometry in XYZ format:
```
17
C5H11F (the ωB97M-V functional and the def2-TZVPD basis)
C -1.91025 0.77006 -0.03777
C -0.37840 0.98604 -0.27746
C 0.48144 -0.14928 0.32319
C 1.92461 0.16242 0.01062
C 0.01441 -1.55367 -0.08370
F 0.33497 -0.18967 1.74170
H -2.17497 -0.24375 -0.30310
H -2.75907 1.48486 -0.24151
H -1.94085 0.79000 1.12633
H 0.06963 1.85224 0.06060
H -0.24686 0.93028 -1.35125
H 2.04249 0.19768 -1.03884
H 2.07928 1.23213 0.35503
H 2.66195 -0.63014 0.23388
H 0.10119 -1.78183 -1.13531
H -0.97582 -1.62698 0.27771
H 0.67624 -2.23039 0.33989
```

Results
lowest unoccupied orbital energy	1.0	eV

[7]
# C6H6

One molecule with the formula C6H6 (the ωB97M-V functional and the def2-TZVPD basis, the Open Molecules 2025 dataset).

The geometry in XYZ format:
```
12
C6H6 (the ωB97M-V functional and the def2-TZVPD basis)
C -1.60214 0.46326 0.06749
C -0.74188 -0.42902 -0.78449
C -1.03465 -0.84445 -1.98836
C 0.59205 -0.94709 -0.25254
C 1.56966 0.13076 -0.06550
C 2.37957 1.01004 0.06856
H -1.91822 -0.07492 0.96892
H -1.02913 1.34548 0.37218
H -2.49406 0.79152 -0.47236
H 1.00994 -1.69446 -0.93700
H 0.40807 -1.45906 0.70115
H 3.10718 1.78500 0.17866
```

Results
lowest unoccupied orbital energy	-0.3	eV

[8]
# C45H46BCoF2N5SSb

C45H46BCoF2N5SSb as an isolated structure (the ωB97M-V functional and the def2-TZVPD basis, the Open Molecules 2025 dataset).

The geometry in XYZ format:
```
102
C45H46BCoF2N5SSb (the ωB97M-V functional and the def2-TZVPD basis)
Co 0.46784 -0.99920 0.28791
C -0.02500 -1.00789 7.29202
C -0.30060 0.06548 6.23020
C -1.60989 -0.27815 5.52329
C -0.46251 1.43227 6.90989
C 0.87453 0.11691 5.25641
C 2.14526 0.48207 5.73852
C 3.24654 0.58282 4.91543
C 3.08720 0.29903 3.56246
S 4.23321 0.42616 2.26219
C 2.97990 -0.04845 1.15032
N 1.82462 -0.32716 1.69907
C 1.84138 -0.10382 3.06948
C 0.73053 -0.17878 3.91408
C 3.10694 -0.10615 -0.30147
C 4.28883 0.25640 -0.95162
C 4.32592 0.23115 -2.33204
C 3.18159 -0.17068 -3.02228
C 2.01901 -0.52177 -2.35100
C 1.91322 -0.49414 -0.94984
H -0.85567 -1.05992 8.00027
H 0.88501 -0.79319 7.85405
H 0.08812 -1.98707 6.82380
H -2.42469 -0.28127 6.25093
H -1.57118 -1.26347 5.05765
H -1.85169 0.44958 4.74684
H -1.33158 1.42089 7.57207
H -0.60993 2.21554 6.16448
H 0.41002 1.69511 7.50890
H 2.26674 0.71061 6.78998
H 4.20508 0.89381 5.31103
H -0.22292 -0.44176 3.48371
H 5.16716 0.56038 -0.39096
H 5.22606 0.50871 -2.86638
H 3.20725 -0.20814 -4.10682
H 1.15672 -0.83581 -2.92112
B -2.73322 -0.63545 1.45373
N -1.85144 0.62702 1.59984
C -2.05529 1.69561 2.38056
C -1.02285 2.59461 2.18022
C -0.20903 1.96136 1.23472
N -0.71677 0.78025 0.88926
N -1.90207 -1.84732 1.99629
C -2.32058 -2.82388 2.81012
C -1.27394 -3.70270 3.02979
C -0.22328 -3.16272 2.28532
N -0.61434 -2.04963 1.67248
H -3.68969 -0.50803 2.18420
H -3.03592 -0.80766 0.30110
H -2.92941 1.74149 3.00957
H -0.87682 3.55429 2.64494
H 0.72224 2.29076 0.80209
H -3.33181 -2.81585 3.18098
H -1.27392 -4.59608 3.62887
H 0.78573 -3.51929 2.15311
C 0.22796 0.75198 -5.33281
C -0.61127 1.99482 -5.46305
C -0.72010 2.60931 -6.70922
C -1.48023 3.75406 -6.88445
C -2.14959 4.30274 -5.80208
C -2.03910 3.70029 -4.55742
C -1.27263 2.55417 -4.36372
Sb -1.06153 1.66061 -2.38394
C -3.11047 1.85667 -1.77772
C -3.45810 2.37839 -0.53786
C -4.75904 2.31602 -0.06198
C -5.73716 1.70917 -0.83073
C -5.39545 1.14572 -2.05006
C -4.09059 1.19139 -2.53190
C -3.75716 0.47734 -3.81369
C 0.02356 3.40660 -1.67025
C 1.38832 3.10211 -1.74200
C 2.36869 3.99975 -1.35011
C 1.99258 5.24093 -0.86284
C 0.64738 5.56130 -0.79546
C -0.34760 4.66616 -1.18929
C -1.77688 5.11917 -1.05808
H 0.44875 0.32855 -6.31356
H -0.26404 -0.01532 -4.73286
H 1.17825 0.97014 -4.83895
H -0.20484 2.17391 -7.55854
H -1.55429 4.21068 -7.86416
H -2.75616 5.19182 -5.92466
H -2.57667 4.13018 -3.72187
H -2.69326 2.81358 0.09236
H -4.99671 2.72104 0.91428
H -6.75772 1.64802 -0.47286
H -6.15227 0.63484 -2.63552
H -4.63535 -0.03500 -4.20758
H -2.98104 -0.27584 -3.64548
H -3.39344 1.16374 -4.57974
H 1.70554 2.12198 -2.08254
H 3.41270 3.71840 -1.41426
H 2.73845 5.95693 -0.53950
H 0.34947 6.53728 -0.42542
H -1.86099 6.18400 -1.28221
H -2.13894 4.96854 -0.03869
H -2.44570 4.57335 -1.71867
F -0.74015 -1.65891 -2.33275
C -0.54996 -2.05382 -0.99317
F 0.13465 -3.28762 -1.11622
H -1.56051 -2.33523 -0.66818
```

Results
charge	-1
lowest unoccupied orbital energy (spin up / spin down)	2.3 / 2.3	eV
spin multiplicity	2